The following is a DFT calculation (the ωB97M-V functional and the def2-TZVPD basis) of a 2-piece molecular cluster, C2H2BrNO2 overall.

Each line ends with the Löwdin charge.
CARTESIAN COORDINATES (ANGSTROEM)
1 C -0.681 -0.528 1.710  0.192
2 C -0.605 -0.792 0.549  -0.074
3 N -0.392 -1.091 -0.780  -0.431
4 O -0.622 -0.154 -1.516  0.058
5 O 0.128 -2.119 -1.098  0.124
6 H -0.659 -0.237 2.708  0.039
7 Br 1.457 2.071 -0.171  0.328
8 H 1.375 2.849 -1.403  -0.236

Summary:
E (Ha): -2856.45334
Largest force on an atom (eV/Å): 1.7
ΔE to the lowest compared entry with this formula, charge and spin (kJ/mol): 509.4
HOMO energy (eV): -10.9
HOMO-LUMO gap (Ha): 0.3702


The following is a DFT calculation (the ωB97M-V functional and the def2-TZVPD basis) of one molecule with the formula C2H2BrNO3.

Each line ends with the Löwdin charge.
CARTESIAN COORDINATES (ANGSTROEM)
1 O -0.947 1.219 -1.215  0.101
2 C -0.119 1.122 -0.387  -0.782
3 Br 0.872 2.703 0.218  0.708
4 C 0.361 -0.094 0.352  -0.100
5 N -0.418 -1.300 -0.071  -0.422
6 O -1.408 -1.542 0.562  0.110
7 O 0.013 -1.912 -1.008  0.111
8 H 0.227 0.060 1.427  0.136
9 H 1.419 -0.255 0.122  0.139

Summary:
E (Ha): -2931.80328
Largest force on an atom (eV/Å): 0.8
ΔE to the lowest compared entry with this formula, charge and spin (kJ/mol): 51.0
HOMO energy (eV): -11.3
HOMO-LUMO gap (Ha): 0.4051


The following is a DFT calculation (the ωB97M-V functional and the def2-TZVPD basis) of one molecule with the formula C2H2BrP.

Each line ends with the Löwdin charge.
CARTESIAN COORDINATES (ANGSTROEM)
1 Br -2.161 0.841 0.046  0.319
2 C 0.000 0.537 -0.017  -0.815
3 C 0.408 -0.824 0.055  -0.516
4 P 1.265 -0.205 -1.256  0.950
5 H 0.426 1.333 0.574  0.013
6 H 0.062 -1.681 0.597  0.049

Summary:
E (Ha): -2992.67474
Largest force on an atom (eV/Å): 2.1
ΔE to the lowest compared entry with this formula, charge and spin (kJ/mol): 109.6
HOMO energy (eV): -9.3
HOMO-LUMO gap (Ha): 0.3093


The following is a DFT calculation (the ωB97M-V functional and the def2-TZVPD basis) of a 2-piece molecular cluster, C2H2Cl2 overall.

Each line ends with the Löwdin charge.
CARTESIAN COORDINATES (ANGSTROEM)
1 C 0.505 -0.249 -0.113  0.134
2 C 0.227 -2.439 0.241  -1.146
3 Cl 0.678 -3.156 -1.191  0.554
4 Cl 0.674 -3.166 1.751  0.496
5 H 0.106 0.020 0.863  -0.013
6 H 0.172 -0.309 -1.140  -0.024

Summary:
E (Ha): -997.54185
Multiplicity: 3
Largest force on an atom (eV/Å): 4.0
ΔE to the lowest compared entry with this formula, charge and spin (kJ/mol): 207.4
HOMO energy (spin up / spin down) (eV): -8.0 / -9.5
HOMO-LUMO gap (spin up / spin down) (Ha): 0.2967 / 0.3074


The following is a DFT calculation (the ωB97M-V functional and the def2-TZVPD basis) of C2H2Cl2F2O4S2 as an isolated structure.

Each line ends with the Löwdin charge.
CARTESIAN COORDINATES (ANGSTROEM)
1 C -0.863 1.562 -1.720  -0.380
2 C 0.637 -2.054 1.197  -1.243
3 O 0.813 2.830 -0.068  -0.283
4 O 1.596 0.918 -1.464  -0.324
5 O -1.747 -1.266 2.147  -0.359
6 O 0.101 0.521 0.445  -0.555
7 F -1.117 0.266 -2.140  -0.004
8 F -1.847 1.788 -0.819  0.024
9 S 0.632 1.524 -0.628  0.505
10 S -0.389 -0.890 2.245  1.063
11 Cl 2.062 -1.503 0.330  0.690
12 Cl 0.966 -3.095 2.609  0.583
13 H -0.805 2.183 -2.735  0.192
14 H -0.039 -2.785 0.602  0.092

Summary:
E (Ha): -2294.70697
Largest force on an atom (eV/Å): 3.3
ΔE to the lowest compared entry with this formula, charge and spin (kJ/mol): 91.8
HOMO energy (eV): -10.2
HOMO-LUMO gap (Ha): 0.2541


The following is a DFT calculation (the ωB97M-V functional and the def2-TZVPD basis) of C2H2Cl2FNO as an isolated structure.

Each line ends with the Löwdin charge.
CARTESIAN COORDINATES (ANGSTROEM)
1 C -0.485 -0.685 -0.476  -0.496
2 C 1.089 0.022 0.452  -1.214
3 N -1.415 0.197 -0.161  0.135
4 O -0.378 -1.686 -1.063  0.116
5 F 0.472 0.501 1.562  -0.092
6 Cl 2.357 -1.156 0.651  0.653
7 Cl 1.656 1.391 -0.473  0.635
8 H -1.006 1.019 0.291  0.084
9 H -2.290 0.395 -0.782  0.181

Summary:
E (Ha): -1227.62230
Largest force on an atom (eV/Å): 4.4
ΔE to the lowest compared entry with this formula, charge and spin (kJ/mol): 101.0
HOMO energy (eV): -9.5
HOMO-LUMO gap (Ha): 0.3702


The following is a DFT calculation (the ωB97M-V functional and the def2-TZVPD basis) of C2H2Cl2I2 as an isolated structure.

Each line ends with the Löwdin charge.
CARTESIAN COORDINATES (ANGSTROEM)
1 C 1.429 -0.054 0.532  -1.141
2 C -2.221 0.483 -0.739  -1.098
3 Cl 2.197 -0.961 -0.746  0.450
4 Cl -2.695 -0.273 -2.183  0.451
5 I -2.511 -0.648 0.969  0.750
6 I 1.588 2.042 0.136  0.680
7 H 0.265 -0.303 0.613  -0.056
8 H 1.946 -0.286 1.418  -0.036

Summary:
E (Ha): -1593.01710
Multiplicity: 3
Largest force on an atom (eV/Å): 3.1
ΔE to the lowest compared entry with this formula, charge and spin (kJ/mol): 38.0
HOMO energy (spin up / spin down) (eV): -8.5 / -9.7
HOMO-LUMO gap (spin up / spin down) (Ha): 0.3166 / 0.2713


The following is a DFT calculation (the ωB97M-V functional and the def2-TZVPD basis) of a 2-piece molecular cluster, C2H2Cl2NOP overall.

Each line ends with the Löwdin charge.
CARTESIAN COORDINATES (ANGSTROEM)
1 Cl -2.041 -0.254 -0.907  0.613
2 C -0.550 -0.240 -0.077  -1.048
3 N -0.041 -1.444 0.135  -0.017
4 C 0.909 -1.389 0.987  -0.308
5 O 1.314 -0.185 1.343  -0.346
6 P 0.423 1.033 0.660  0.926
7 H 1.456 -2.258 1.250  0.125
8 Cl -1.223 3.226 -0.695  0.204
9 H -1.978 3.163 -1.822  -0.150

Summary:
E (Ha): -1469.13130
Largest force on an atom (eV/Å): 2.1
ΔE to the lowest compared entry with this formula, charge and spin (kJ/mol): 158.5
HOMO energy (eV): -8.9
HOMO-LUMO gap (Ha): 0.3275


The following is a DFT calculation (the ωB97M-V functional and the def2-TZVPD basis) of C2H2Cl2O2 as an isolated structure.

Each line ends with the Löwdin charge.
CARTESIAN COORDINATES (ANGSTROEM)
1 C 1.347 -0.025 0.198  -1.039
2 C -1.338 0.066 -0.121  -0.394
3 O 1.381 -0.964 0.914  0.040
4 O 0.411 0.596 -0.393  -0.125
5 Cl 2.845 0.854 -0.259  0.642
6 Cl -1.415 -1.601 -0.324  0.727
7 H -1.464 0.412 0.899  0.077
8 H -1.766 0.662 -0.915  0.072

Summary:
E (Ha): -1148.23438
Largest force on an atom (eV/Å): 4.4
ΔE to the lowest compared entry with this formula, charge and spin (kJ/mol): 188.8
HOMO energy (eV): -10.6
HOMO-LUMO gap (Ha): 0.3769


The following is a DFT calculation (the ωB97M-V functional and the def2-TZVPD basis) of a 2-piece molecular cluster, C2H2Cl2O2 overall.

Each line ends with the Löwdin charge.
CARTESIAN COORDINATES (ANGSTROEM)
1 O -1.721 -0.484 1.052  0.001
2 C -0.681 -0.801 1.534  -1.284
3 Cl -0.325 -2.407 2.014  0.674
4 Cl 0.685 0.262 1.891  0.615
5 C 0.516 0.887 -1.645  -0.197
6 O -0.382 0.155 -1.477  -0.018
7 H 1.394 0.494 -2.314  0.107
8 H 0.515 1.895 -1.055  0.102

Summary:
E (Ha): -1148.23209
Largest force on an atom (eV/Å): 2.8
ΔE to the lowest compared entry with this formula, charge and spin (kJ/mol): 194.8
HOMO energy (eV): -10.1
HOMO-LUMO gap (Ha): 0.3888


The following is a DFT calculation (the ωB97M-V functional and the def2-TZVPD basis) of a 2-piece molecular cluster, C2H2Cl2O2 overall.

Each line ends with the Löwdin charge.
CARTESIAN COORDINATES (ANGSTROEM)
1 C 2.986 0.496 -0.434  -0.723
2 C 0.283 -0.304 0.288  -0.699
3 O 2.649 0.784 -1.537  0.133
4 O 1.442 -0.004 0.876  -0.301
5 Cl 4.146 0.264 0.592  0.986
6 Cl 0.316 -1.976 -0.512  0.435
7 H -0.506 -0.267 1.070  0.094
8 H 0.337 0.384 -0.612  0.074

Summary:
E (Ha): -1148.16445
Largest force on an atom (eV/Å): 6.7
ΔE to the lowest compared entry with this formula, charge and spin (kJ/mol): 372.4
HOMO energy (spin up / spin down) (eV): -9.7 / -9.7
HOMO-LUMO gap (spin up / spin down) (Ha): 0.3364 / 0.3364


The following is a DFT calculation (the ωB97M-V functional and the def2-TZVPD basis) of C2H2Cl2O2 as an isolated structure.

Each line ends with the Löwdin charge.
CARTESIAN COORDINATES (ANGSTROEM)
1 C -2.592 0.329 0.330  -1.017
2 C 0.087 0.398 -0.104  -0.518
3 O -2.592 0.912 1.352  0.101
4 O -1.694 -0.001 -0.489  0.014
5 Cl -4.188 -0.114 -0.362  0.727
6 Cl 0.159 2.064 -0.452  0.683
7 H -0.044 0.076 0.886  0.040
8 H 0.340 -0.159 -0.861  -0.031

Summary:
E (Ha): -1148.05779
Multiplicity: 3
Largest force on an atom (eV/Å): 7.0
ΔE to the lowest compared entry with this formula, charge and spin (kJ/mol): 151.5
HOMO energy (spin up / spin down) (eV): -7.1 / -11.4
HOMO-LUMO gap (spin up / spin down) (Ha): 0.2836 / 0.2342


The following is a DFT calculation (the ωB97M-V functional and the def2-TZVPD basis) of one molecule with the formula C2H2Cl2O2S.

Each line ends with the Löwdin charge.
CARTESIAN COORDINATES (ANGSTROEM)
1 O -0.434 0.951 -1.914  0.108
2 C -0.388 -0.149 -1.498  -0.955
3 Cl -0.949 -1.478 -2.427  0.785
4 O 0.015 -0.704 -0.349  -0.151
5 C 0.446 0.223 0.598  -0.969
6 S 0.214 -0.262 2.376  0.696
7 Cl 2.288 0.533 0.425  0.532
8 H 0.034 1.142 0.460  0.023
9 H -1.225 -0.257 2.329  -0.070

Summary:
E (Ha): -1546.44632
Largest force on an atom (eV/Å): 3.6
ΔE to the lowest compared entry with this formula, charge and spin (kJ/mol): 19.8
HOMO energy (eV): -10.3
HOMO-LUMO gap (Ha): 0.3921


The following is a DFT calculation (the ωB97M-V functional and the def2-TZVPD basis) of one molecule with the formula C2H2Cl2OS.

Each line ends with the Löwdin charge.
CARTESIAN COORDINATES (ANGSTROEM)
1 O -2.527 -1.001 0.335  0.019
2 C -1.507 -0.557 0.000  -1.176
3 Cl -1.462 0.612 -1.375  0.626
4 S -0.015 -1.004 0.601  0.953
5 C 1.136 0.156 0.015  -0.930
6 Cl 1.379 1.617 1.038  0.496
7 H 2.132 -0.272 0.352  0.046
8 H 0.865 0.448 -0.966  -0.033

Summary:
E (Ha): -1471.20237
Largest force on an atom (eV/Å): 3.1
ΔE to the lowest compared entry with this formula, charge and spin (kJ/mol): 30.2
HOMO energy (eV): -10.6
HOMO-LUMO gap (Ha): 0.4006


The following is a DFT calculation (the ωB97M-V functional and the def2-TZVPD basis) of a 2-piece molecular cluster, C2H2Cl3NO4 overall.

Each line ends with the Löwdin charge.
CARTESIAN COORDINATES (ANGSTROEM)
1 N 0.009 -0.199 0.785  0.078
2 O 0.766 -1.099 0.511  -0.025
3 C -0.322 3.783 1.786  -0.726
4 C -0.025 4.523 3.094  -1.213
5 O -0.484 5.811 2.933  -0.116
6 Cl -1.040 3.660 4.396  0.613
7 Cl 1.686 4.345 3.579  0.681
8 O 0.389 2.558 1.805  -0.174
9 O 0.303 1.909 0.611  -0.054
10 Cl 0.055 4.856 0.374  0.694
11 H -1.414 3.608 1.768  0.119
12 H -0.738 6.062 3.870  0.124

Summary:
E (Ha): -1813.45104
Largest force on an atom (eV/Å): 6.3
ΔE to the lowest compared entry with this formula, charge and spin (kJ/mol): 141.6
HOMO energy (spin up / spin down) (eV): -11.5 / -8.8
HOMO-LUMO gap (spin up / spin down) (Ha): 0.4341 / 0.2521


The following is a DFT calculation (the ωB97M-V functional and the def2-TZVPD basis) of a 2-piece molecular cluster, C2H2Cl6OSi overall.

Each line ends with the Löwdin charge.
CARTESIAN COORDINATES (ANGSTROEM)
1 C 1.675 -0.578 -0.859  -0.616
2 C 0.778 -0.416 0.340  -1.443
3 O -0.434 0.011 -0.085  -0.414
4 Si -2.701 1.054 0.337  -0.616
5 Cl 3.362 -1.097 -0.369  0.452
6 Cl 1.567 0.668 1.483  0.577
7 Cl 0.759 -2.037 1.200  0.501
8 Cl -2.889 0.899 -1.656  0.410
9 Cl -3.212 -0.478 1.381  0.492
10 Cl -2.272 2.795 1.070  0.472
11 H 1.340 -1.316 -1.618  0.085
12 H 2.028 0.494 -1.225  0.101

Summary:
E (Ha): -3203.36359
Largest force on an atom (eV/Å): 4.5
ΔE to the lowest compared entry with this formula, charge and spin (kJ/mol): 109.3
HOMO energy (eV): -9.3
HOMO-LUMO gap (Ha): 0.2861


The following is a DFT calculation (the ωB97M-V functional and the def2-TZVPD basis) of a 2-piece molecular cluster, C2H2ClF overall.

Each line ends with the Löwdin charge.
CARTESIAN COORDINATES (ANGSTROEM)
1 C 0.272 1.131 -0.133  0.008
2 C -0.842 0.713 -0.227  -0.704
3 Cl -2.424 0.298 0.103  0.680
4 H 1.315 1.424 -0.172  0.045
5 F 0.618 -2.176 0.170  -0.060
6 H 1.061 -1.389 0.259  0.032

Summary:
E (Ha): -637.37503
Largest force on an atom (eV/Å): 1.8
ΔE to the lowest compared entry with this formula, charge and spin (kJ/mol): 159.4
HOMO energy (eV): -10.6
HOMO-LUMO gap (Ha): 0.4133


The following is a DFT calculation (the ωB97M-V functional and the def2-TZVPD basis) of a 2-piece molecular cluster, C2H2ClI overall.

Each line ends with the Löwdin charge.
CARTESIAN COORDINATES (ANGSTROEM)
1 C 1.762 0.083 0.670  0.072
2 C 0.935 0.321 -0.163  -0.743
3 Cl 0.092 0.849 -1.433  0.700
4 H 2.406 -0.081 1.378  -0.027
5 I -2.795 -1.251 0.105  0.447
6 H -2.400 0.080 -0.557  -0.448

Summary:
E (Ha): -835.18716
Largest force on an atom (eV/Å): 4.9
ΔE to the lowest compared entry with this formula, charge and spin (kJ/mol): 159.2
HOMO energy (eV): -10.0
HOMO-LUMO gap (Ha): 0.3903


The following is a DFT calculation (the ωB97M-V functional and the def2-TZVPD basis) of an isolated ion of composition C2H2ClN2O2 and charge +1.

Each line ends with the Löwdin charge.
CARTESIAN COORDINATES (ANGSTROEM)
1 O -2.112 0.550 -1.433  0.256
2 C -1.088 0.288 -0.961  -0.334
3 C -0.725 0.045 0.759  0.169
4 N 0.515 -0.215 0.721  -0.471
5 Cl 1.639 -0.541 2.020  0.868
6 N 1.044 -0.330 -0.527  0.038
7 O 0.124 0.085 -1.462  0.134
8 H -1.390 0.118 1.598  0.149
9 H 1.993 0.000 -0.715  0.191

Summary:
Charge: +1
E (Ha): -797.13695
Largest force on an atom (eV/Å): 4.4
ΔE to the lowest compared entry with this formula, charge and spin (kJ/mol): 165.4
HOMO energy (eV): -15.9
HOMO-LUMO gap (Ha): 0.3623


The following is a DFT calculation (the ωB97M-V functional and the def2-TZVPD basis) of one molecule with the formula C2H2ClN3.

Each line ends with the Löwdin charge.
CARTESIAN COORDINATES (ANGSTROEM)
1 H 0.104 -1.771 -1.999  0.078
2 N 0.302 -1.045 -1.300  0.041
3 N -0.708 -0.554 -0.849  -0.023
4 C -0.308 0.666 0.316  -0.680
5 Cl -1.770 0.871 1.264  0.630
6 C 0.810 0.300 1.114  -0.317
7 N 1.699 -0.001 1.768  0.179
8 H -0.129 1.535 -0.315  0.091

Summary:
E (Ha): -701.78259
Largest force on an atom (eV/Å): 2.9
ΔE to the lowest compared entry with this formula, charge and spin (kJ/mol): 215.6
HOMO energy (eV): -9.9
HOMO-LUMO gap (Ha): 0.3731